Record 1
140
Properties=species:S:1:pos:R:3 method="wB97M-V/def2-TZVPD" relative_energy_ev=4.929 orbital_gap_ev=7.96 lumo_energy_ev=-0.381 multiplicity=1 charge=0
C -4.22 0.53 -1.68
C -2.86 0.56 -0.86
O -3.13 0.72 0.50
O -5.00 -0.63 -1.42
H -4.08 0.63 -2.76
H -4.79 1.38 -1.31
H -2.31 1.40 -1.27
H -2.28 -0.34 -1.05
H -3.69 -0.02 0.72
H -4.53 -1.40 -1.76
C 0.30 0.40 0.62
C 1.03 0.24 -0.77
O 1.08 1.46 -1.40
O 1.17 1.06 1.52
H 0.10 -0.57 1.09
H -0.62 0.97 0.68
H 0.56 -0.46 -1.46
H 2.04 -0.16 -0.63
H 1.92 1.59 -1.86
H 1.26 1.95 1.16
C -0.02 3.08 5.83
C 0.80 2.35 4.68
O 0.07 1.33 4.04
O -0.44 2.15 6.78
H -0.77 3.79 5.49
H 0.69 3.70 6.38
H 1.74 1.91 5.00
H 1.12 3.16 4.03
H 0.46 1.26 3.16
H -0.45 2.48 7.68
C 2.68 -1.00 -5.89
C 1.32 -0.61 -5.23
O 1.03 0.69 -5.65
O 3.71 -0.27 -5.26
H 2.62 -0.84 -6.97
H 2.94 -2.06 -5.87
H 1.35 -0.49 -4.14
H 0.49 -1.26 -5.52
H 1.71 1.31 -5.36
H 3.63 0.61 -5.62
C -3.26 -2.88 -4.06
C -2.53 -1.57 -4.39
O -1.69 -1.09 -3.38
O -4.00 -2.72 -2.86
H -2.62 -3.75 -3.95
H -3.94 -3.20 -4.85
H -3.27 -0.77 -4.42
H -1.96 -1.71 -5.31
H -1.05 -1.74 -3.08
H -4.11 -3.60 -2.49
C -0.65 2.77 -3.83
C -1.95 2.29 -4.42
O -2.54 3.38 -5.12
O -1.00 3.58 -2.63
H -0.10 3.35 -4.57
H 0.05 1.99 -3.52
H -2.61 1.71 -3.76
H -1.67 1.65 -5.26
H -1.80 3.74 -5.62
H -0.96 2.97 -1.89
C -1.54 4.39 1.97
C -0.72 3.95 0.77
O 0.52 3.65 1.18
O -0.83 5.40 2.69
H -1.69 3.49 2.57
H -2.55 4.72 1.73
H -0.82 4.70 -0.02
H -1.20 3.12 0.25
H 0.68 4.25 1.91
H -1.51 5.89 3.17
C 3.69 -3.03 -0.21
C 2.61 -2.72 0.84
O 1.31 -3.15 0.45
O 4.00 -4.40 -0.27
H 4.52 -2.33 -0.06
H 3.23 -2.62 -1.12
H 2.52 -1.65 1.03
H 2.78 -3.16 1.82
H 1.20 -4.09 0.64
H 3.16 -4.74 -0.60
C 3.94 2.80 -3.73
C 4.06 3.36 -5.16
O 3.72 2.37 -6.07
O 2.68 2.77 -3.26
H 4.60 3.42 -3.13
H 4.35 1.79 -3.67
H 5.06 3.73 -5.39
H 3.36 4.19 -5.29
H 4.00 2.68 -6.93
H 2.38 3.68 -3.31
C -3.50 -2.88 0.95
C -2.04 -3.30 1.24
O -1.83 -3.79 2.53
O -3.94 -1.89 1.86
H -4.23 -3.69 0.98
H -3.58 -2.45 -0.05
H -1.36 -2.52 0.90
H -1.91 -4.20 0.63
H -1.89 -4.75 2.51
H -4.14 -2.22 2.74
C -4.14 1.52 3.72
C -4.03 2.53 4.83
O -3.43 2.00 6.04
O -2.84 0.97 3.40
H -4.49 1.99 2.81
H -4.76 0.66 4.02
H -5.04 2.82 5.13
H -3.43 3.37 4.49
H -3.70 2.57 6.76
H -2.86 0.67 2.49
C 3.90 -0.36 3.19
C 4.37 0.19 4.51
O 5.34 1.18 4.21
O 4.93 -0.81 2.30
H 3.22 0.32 2.68
H 3.26 -1.21 3.43
H 4.66 -0.67 5.13
H 3.54 0.64 5.05
H 6.19 0.73 4.14
H 5.45 -0.04 2.06
C 0.86 -4.10 -3.16
C 0.33 -5.32 -2.43
O 1.04 -5.56 -1.26
O 0.40 -2.85 -2.64
H 0.69 -4.23 -4.23
H 1.95 -4.07 -3.14
H 0.51 -6.17 -3.09
H -0.72 -5.20 -2.19
H 0.46 -6.11 -0.72
H 0.69 -2.73 -1.74
C 0.29 -2.03 4.29
C 0.86 -1.88 5.71
O 0.34 -0.66 6.36
O -1.10 -1.87 4.13
H 0.54 -2.97 3.79
H 0.83 -1.28 3.71
H 1.94 -1.77 5.71
H 0.63 -2.73 6.35
H 0.73 -0.71 7.24
H -1.45 -2.62 3.65

Record 2
12
Properties=species:S:1:pos:R:3 method="wB97M-V/def2-TZVPD" relative_energy_ev=5.900 orbital_gap_ev="6.74 / 8.11" lumo_energy_ev="-2.032 / -1.489" multiplicity=1 charge=0
N 0.02 -1.67 -0.51
C -0.08 -0.71 0.32
C -0.87 -0.68 1.52
O -0.72 0.46 2.08
N 0.09 1.37 1.40
C 0.50 0.68 0.29
N 1.18 1.09 -0.71
H -0.60 -0.17 -2.34
H 0.70 -1.42 -1.23
H -1.48 -1.42 2.02
H -0.10 0.37 -2.18
H 1.35 2.09 -0.65

Record 3
10
Properties=species:S:1:pos:R:3 method="wB97M-V/def2-TZVPD" relative_energy_ev=4.573 orbital_gap_ev=9.98 lumo_energy_ev=0.036 multiplicity=1 smiles="NCC(=O)S" charge=0
C -0.20 0.38 0.22
C 0.82 -0.54 -0.18
H -2.09 -0.37 -0.42
H -1.00 0.09 -1.78
H 0.15 1.47 0.63
H -0.53 -0.45 1.17
H 1.50 0.80 1.24
N -1.36 0.57 -0.68
O 0.77 -1.26 -1.22
S 1.93 -0.70 1.02

Record 4
13
Properties=species:S:1:pos:R:3 method="wB97M-V/def2-TZVPD" relative_energy_ev=0.741 orbital_gap_ev=10.69 lumo_energy_ev=0.784 multiplicity=1 smiles=OCCO.O charge=0
O -0.06 -5.16 -1.85
H 0.71 -5.75 -2.01
H -0.06 -4.54 -2.61
O -1.49 1.65 1.08
O 1.33 1.73 1.69
C -0.50 0.89 0.40
C 0.75 1.83 0.40
H -2.14 2.03 0.46
H 0.74 2.23 2.29
H -0.30 -0.08 0.90
H -0.86 0.67 -0.62
H 1.51 1.63 -0.38
H 0.37 2.86 0.25

Record 5
55
Properties=species:S:1:pos:R:3 method="wB97M-V/def2-TZVPD" relative_energy_ev=0.000 orbital_gap_ev="6.99 / 6.83" lumo_energy_ev="-2.920 / -3.040" multiplicity=4 charge=+1
V -1.07 0.77 0.10
N 7.05 -5.16 2.57
C 6.14 -4.50 2.30
C 5.01 -3.68 1.95
C 4.44 -3.78 0.69
C 3.35 -2.99 0.36
C 2.83 -2.09 1.29
C 3.41 -2.00 2.55
C 4.49 -2.79 2.89
C 1.66 -1.24 0.93
C 0.45 -1.90 0.73
C 0.20 -3.29 0.88
C -1.13 -3.50 0.59
C -1.65 -2.23 0.26
N -0.73 -1.27 0.35
C 1.89 0.14 0.84
C 3.14 0.79 0.99
C 2.92 2.14 0.83
C 1.54 2.27 0.58
N 0.92 1.09 0.57
H 4.86 -4.47 -0.03
H 2.91 -3.06 -0.62
H 3.00 -1.30 3.27
H 4.94 -2.72 3.87
H 0.92 -4.03 1.18
H -1.67 -4.43 0.60
H -2.67 -2.00 -0.02
H 4.09 0.31 1.19
H 3.64 2.94 0.88
H 0.98 3.18 0.41
C -0.84 4.54 -2.14
S -2.13 4.00 -1.02
C -2.02 5.35 0.15
O -1.56 2.81 -0.30
H -1.17 5.46 -2.63
H -0.71 3.76 -2.88
H 0.08 4.70 -1.58
H -2.30 6.27 -0.35
H -1.00 5.40 0.54
H -2.72 5.14 0.96
C -4.40 -0.51 -3.96
N -3.63 -0.18 -2.76
C -4.39 0.07 -1.54
C -2.32 0.03 -2.83
O -1.60 0.39 -1.89
H -5.06 -1.35 -3.74
H -3.72 -0.81 -4.76
H -4.99 0.34 -4.29
H -5.16 -0.69 -1.44
H -4.86 1.05 -1.57
H -3.73 0.02 -0.68
H -1.89 -0.17 -3.82
N -1.94 1.05 3.23
C -1.65 0.95 2.11
H -2.16 1.14 4.20

Record 6
6
Properties=species:S:1:pos:R:3 method="wB97M-V/def2-TZVPD" relative_energy_ev=0.420 orbital_gap_ev=7.84 lumo_energy_ev=3.876 multiplicity=1 smiles="N=[S@@H]([O-])=S" charge=-1
N -1.02 0.00 -0.84
O 0.52 -1.71 0.32
S 1.53 1.10 0.07
S 0.11 -0.32 0.17
H -0.79 1.01 -1.20
H -0.35 -0.08 1.49

Record 7
71
Properties=species:S:1:pos:R:3 method="wB97M-V/def2-TZVPD" orbital_gap_ev=7.70 lumo_energy_ev=-5.998 multiplicity=1 charge=+2
Ga 0.15 -0.16 -0.46
N 1.66 1.58 -0.03
C 1.17 2.66 0.81
C 1.96 3.79 1.02
C 1.50 4.82 1.82
C 0.24 4.75 2.41
C -0.55 3.64 2.20
C -0.09 2.58 1.41
P -1.18 1.17 1.10
C -2.83 1.90 0.98
C -3.67 1.80 2.09
C -4.86 2.49 2.10
C -5.23 3.27 1.01
C -4.39 3.37 -0.09
C -3.19 2.69 -0.11
C -1.21 0.02 2.50
C -1.99 -1.12 2.32
C -2.07 -2.06 3.32
C -1.37 -1.86 4.51
C -0.60 -0.72 4.68
C -0.50 0.23 3.68
H 2.04 1.97 -0.90
H 2.45 1.12 0.42
H 2.93 3.85 0.56
H 2.12 5.69 1.98
H -0.12 5.56 3.02
H -1.53 3.58 2.64
H -3.38 1.20 2.94
H -5.50 2.43 2.97
H -6.17 3.80 1.03
H -4.67 3.99 -0.93
H -2.53 2.77 -0.97
H -2.51 -1.26 1.38
H -2.65 -2.95 3.17
H -1.44 -2.59 5.29
H -0.07 -0.57 5.61
H 0.10 1.11 3.81
C 3.86 -4.03 -0.05
C 3.43 -3.24 -1.25
C 3.71 -3.82 -2.49
C 3.41 -3.22 -3.69
Cl 3.80 -4.00 -5.17
C 2.79 -1.97 -3.69
C 2.50 -1.38 -2.48
C 2.79 -1.99 -1.26
O 2.43 -1.17 -0.17
C 2.18 -1.76 1.10
C 0.77 -2.35 1.16
O 0.42 -3.15 1.98
O -0.02 -1.86 0.21
H 4.38 -4.93 -0.38
H 3.01 -4.38 0.56
H 4.55 -3.48 0.58
H 4.22 -4.77 -2.50
H 2.56 -1.48 -4.62
H 2.06 -0.39 -2.46
H 2.20 -0.95 1.84
H 2.93 -2.50 1.38
N -0.63 -2.57 -2.54
C -0.69 -1.38 -3.13
C -0.88 -1.27 -4.53
C -0.95 -0.04 -5.11
C -0.85 1.12 -4.31
C -0.65 0.95 -2.97
N -0.55 -0.26 -2.38
H -0.70 -3.42 -3.08
H -0.60 -2.64 -1.53
H -0.96 -2.18 -5.10
H -1.10 0.06 -6.18
H -0.92 2.10 -4.74
H -0.55 1.80 -2.29

Record 8
19
Properties=species:S:1:pos:R:3 method="wB97M-V/def2-TZVPD" relative_energy_ev=3.077 orbital_gap_ev=9.29 lumo_energy_ev=1.048 multiplicity=1 smiles="C=C[C@H](C)N(C)N" charge=0
C 1.31 0.19 -0.51
C 0.28 -0.49 0.40
C 2.30 1.02 -0.23
C 0.38 -2.08 0.29
C -1.38 1.38 0.64
N -1.56 -0.37 -1.04
N -1.00 0.05 0.21
H 1.12 0.07 -1.58
H 0.58 -0.30 1.44
H -2.55 -0.08 -0.90
H 2.93 1.49 -0.96
H 2.50 1.29 0.81
H 1.44 -2.30 0.66
H 0.16 -2.46 -0.75
H -0.28 -2.72 0.97
H -1.04 1.51 1.61
H -1.32 2.27 0.05
H -2.52 1.36 0.75
H -1.34 0.18 -1.84

Record 9
12
Properties=species:S:1:pos:R:3 method="wB97M-V/def2-TZVPD" relative_energy_ev=2.280 orbital_gap_ev="6.65 / 6.65" lumo_energy_ev="2.064 / 2.065" multiplicity=1 charge=-1
C -1.44 0.54 1.63
C 1.18 0.45 -1.45
N -0.05 0.07 -1.32
O -1.54 -1.92 0.71
O 0.06 -1.51 2.56
F 1.45 1.50 -0.67
F 1.75 0.70 -2.72
F 2.32 -0.46 -1.08
S -0.70 -0.97 1.40
H -1.82 1.06 0.78
H -0.79 1.05 2.32
H -0.43 -0.51 -2.15

Record 10
61
Properties=species:S:1:pos:R:3 method="wB97M-V/def2-TZVPD" orbital_gap_ev="6.57 / 6.09" lumo_energy_ev="-8.113 / -8.620" multiplicity=4 charge=+2
Re -2.22 0.23 0.12
N -3.49 -0.42 1.81
N -4.60 0.45 1.86
C -4.85 1.30 0.77
O -5.88 1.88 0.65
O -3.81 1.36 -0.07
H -3.79 -1.39 1.70
H -2.98 -0.35 2.69
H -5.36 0.25 2.49
C 5.61 0.26 -0.15
C 4.69 1.50 -0.17
C 4.82 2.19 -1.53
C 5.16 2.48 0.93
C 3.27 1.07 0.14
C 2.22 1.35 -0.73
C 0.96 0.94 -0.36
Br -0.58 1.29 -1.48
C 0.66 0.26 0.82
O -0.62 -0.12 1.02
C 1.71 -0.02 1.72
C 2.98 0.40 1.33
C 1.47 -0.74 3.04
C 2.76 -0.88 3.85
C 0.94 -2.17 2.77
C 0.47 0.06 3.90
H 6.62 0.57 -0.40
H 5.28 -0.47 -0.90
H 5.63 -0.22 0.82
H 5.86 2.46 -1.69
H 4.23 3.11 -1.57
H 4.52 1.53 -2.34
H 6.16 2.83 0.69
H 5.19 2.00 1.91
H 4.50 3.34 0.99
H 2.37 1.88 -1.66
H 3.80 0.20 2.00
H 3.50 -1.47 3.32
H 2.54 -1.38 4.79
H 3.18 0.10 4.09
H 1.68 -2.74 2.20
H 0.01 -2.16 2.21
H 0.77 -2.68 3.71
H 0.85 1.05 4.11
H 0.32 -0.45 4.85
H -0.50 0.16 3.42
C -3.02 -2.85 -4.82
C -3.69 -2.42 -3.52
S -3.03 -0.81 -2.99
O -3.25 -0.85 -1.45
C -4.31 0.32 -3.62
C -5.67 0.18 -2.95
H -3.39 -3.83 -5.10
H -1.94 -2.91 -4.72
H -3.25 -2.16 -5.64
H -3.44 -3.10 -2.70
H -4.77 -2.34 -3.61
H -4.34 0.12 -4.69
H -3.90 1.32 -3.47
H -6.11 -0.80 -3.10
H -6.34 0.92 -3.39
H -5.61 0.38 -1.88

Record 11
86
Properties=species:S:1:pos:R:3 method="wB97M-V/def2-TZVPD" relative_energy_ev=1.793 orbital_gap_ev="6.87 / 7.13" lumo_energy_ev="2.440 / 2.439" multiplicity=6 charge=-1
C -1.68 -1.93 -3.89
C -1.17 -2.78 -2.80
H -1.74 -2.47 -4.84
H -0.97 -1.11 -4.04
H -2.64 -1.50 -3.62
C -0.66 -4.01 -3.00
C -0.46 -4.59 -4.36
H -0.43 -4.68 -2.17
H -0.27 -3.82 -5.13
H -1.35 -5.17 -4.66
H 0.41 -5.27 -4.35
Mn -0.05 0.58 -0.49
Cl -2.37 0.92 -0.08
Cl 1.30 2.17 -1.73
H 0.92 4.62 3.44
H -1.40 5.72 2.51
C 1.19 4.67 2.37
C -0.96 5.57 1.52
N 0.01 4.48 1.53
H 1.94 3.90 2.14
C -0.27 3.31 0.96
O 0.44 2.28 1.07
H -1.76 5.32 0.82
H -1.20 3.30 0.39
H 1.61 5.67 2.16
H -0.48 6.50 1.20
H 1.69 -1.55 -3.00
H 2.93 -3.93 -1.65
C 2.59 -1.14 -2.53
C 3.61 -3.11 -1.42
N 2.87 -1.85 -1.29
H 2.45 -0.06 -2.35
C 2.62 -1.33 -0.08
O 1.93 -0.30 0.13
H 4.11 -3.32 -0.47
H 3.12 -1.87 0.74
H 3.45 -1.30 -3.21
H 4.34 -3.01 -2.23
O -0.18 -1.14 -1.53
C -1.14 -2.09 -1.45
C 0.20 -3.73 -0.08
C -0.97 -3.00 -0.25
H 1.06 -3.46 -0.71
C 0.22 -4.79 0.83
H -2.12 -1.61 -1.33
C -2.03 -3.14 0.64
H 1.12 -5.42 0.88
C -0.89 -5.04 1.64
C -2.01 -4.19 1.57
H -2.84 -2.42 0.57
H -0.88 -5.88 2.34
H -2.88 -4.35 2.21
Si -0.12 2.96 -3.15
Cl -1.01 0.97 -3.24
C 1.47 3.93 -3.87
C -1.60 3.65 -2.20
C -0.72 3.69 -4.83
H 2.44 3.75 -3.38
H 1.25 5.01 -3.79
H 1.63 3.68 -4.93
H -0.07 3.45 -5.68
H -0.70 4.79 -4.69
H -1.73 3.40 -5.12
H -2.04 3.00 -1.44
H -2.39 3.83 -2.94
H -1.31 4.61 -1.75
C 1.88 0.49 3.14
P 0.32 -0.40 2.75
C 0.81 -2.09 3.28
C -0.69 0.14 4.18
C -0.46 -0.28 5.50
C -1.27 0.22 6.53
C -2.30 1.14 6.25
C -2.48 1.58 4.93
C -1.70 1.07 3.90
H 2.55 0.37 2.28
H 2.33 0.09 4.05
H 1.65 1.55 3.26
H 1.49 -2.05 4.15
H -0.09 -2.65 3.53
H 1.32 -2.60 2.45
H 0.34 -0.99 5.74
H -1.10 -0.13 7.56
H -2.94 1.51 7.06
H -3.23 2.33 4.72
H -1.89 1.35 2.86